No. 1
DFT (the ωB97M-V functional and the def2-TZVPD basis) results for 2 unconnected molecules or ions with the total composition F3H3S2Si2 at a distorted geometry.

Atoms and positions in Å:
F1 -2.06458 1.65691 -1.72763
F2 -2.34654 1.45938 0.69948
F3 -0.75935 3.31029 0.03389
Si1 1.07206 -0.93856 -0.35229
Si2 -1.18456 1.81881 -0.36866
S1 0.36228 -2.81903 -0.97845
S2 1.89616 -0.91728 1.62974
H1 1.75269 -0.23966 -1.31180
H2 0.33195 -3.22431 0.25339
H3 0.93990 -0.10656 2.12233

Forces on the atoms, in the same order (eV/Å):
F 0.75 0.70 0.37
F 0.44 0.20 0.02
F -0.13 -0.17 -0.52
Si -2.24 0.76 2.00
Si -0.10 -2.37 0.23
S 0.18 0.68 -1.16
S -0.25 -0.04 -0.35
H 1.37 0.81 -1.70
H -0.13 -0.49 1.26
H 0.11 -0.09 -0.14

Calculated values
Kohn-Sham gap (spin up / spin down)   6.76 / 6.77 eV
2S+1   1
Largest force on an atom   3.1 eV/A
ΔE to the lowest compared entry with this formula, charge and spin   2.6285 eV

These are the natural (NBO) partial charges, in e, on atoms 1 to 6: number 1, F, carries -0.68; number 2, F, carries -0.69; number 3, F, carries -0.67; number 4, Si, carries 0.80; number 5, Si, carries 1.83; number 6, S, carries -0.35


No. 2
DFT (the ωB97M-V functional and the def2-TZVPD basis) results for F3H3SSi2 in the gas phase at a distorted geometry.

Atoms and positions in Å:
F1 1.10536 -3.29966 0.25893
F2 -0.98891 -2.78003 -1.64861
F3 -1.04897 -2.91564 0.90799
Si1 2.01658 -1.89079 -0.52926
Si2 -0.34914 -2.13275 -0.35985
S1 -1.56586 -0.28527 0.02845
H1 2.35771 -2.72440 -1.64273
H2 3.27769 -1.64670 0.26380
H3 -1.08475 0.71670 -0.89816

Forces on the atoms, in the same order (eV/Å):
F 1.11 0.57 -0.64
F 0.67 -0.40 -0.34
F 0.14 0.86 -1.01
Si -1.03 -1.43 0.95
Si -1.62 1.32 2.24
S 1.20 0.70 -1.29
H 0.67 -0.07 -0.98
H -0.71 0.22 -0.18
H -0.42 -1.77 1.25

Calculated values
Kohn-Sham gap   8.27 eV
2S+1   1
Largest force on an atom   3.1 eV/A
ΔE to the lowest compared entry with this formula, charge and spin   2.6342 eV

These are the natural (NBO) partial charges, in e, on atoms 1 to 6: number 1, F, carries -0.63; number 2, F, carries -0.64; number 3, F, carries -0.66; number 4, Si, carries 0.78; number 5, Si, carries 1.80; number 6, S, carries -0.50


No. 3
DFT (the ωB97M-V functional and the def2-TZVPD basis) results for F3HNP in the gas phase at a distorted geometry.

Atoms and positions in Å:
N1 1.29630 0.31788 0.37002
F1 -0.91750 -1.62442 -0.12532
F2 -0.84978 0.69453 -1.27568
F3 -1.37103 0.71189 1.06992
P1 -0.17248 0.15058 0.02690
H1 2.01449 -0.25046 -0.06585

Forces on the atoms, in the same order (eV/Å):
N -1.71 0.03 -0.12
F 2.10 4.70 0.39
F 0.85 -0.38 0.96
F 3.63 -1.23 -2.29
P -4.73 -3.24 0.98
H -0.14 0.12 0.08

Calculated values
Kohn-Sham gap   11.67 eV
2S+1   1
Largest force on an atom   5.8 eV/A
ΔE to the lowest compared entry with this formula, charge and spin   1.3891 eV

Formally, the natural (NBO) partial charges of the atoms, in units of the elementary charge, are as follows: number 1, N, carries -1.26; number 2, F, carries -0.58; number 3, F, carries -0.52; number 4, F, carries -0.52; number 5, P, carries 2.44; number 6, H, carries 0.44


No. 4
DFT (the ωB97M-V functional and the def2-TZVPD basis) results for 2 unconnected molecules or ions with the total composition F3NO2S at a distorted geometry.

Atoms and positions in Å:
N1 1.75036 0.01652 -0.72018
O1 -1.29091 -0.31973 1.52517
O2 -1.86925 -0.95732 -0.82971
F1 1.97120 1.09482 0.07656
F2 2.04642 -0.96777 0.13986
F3 -1.52959 1.34539 -0.26956
S1 -1.07822 -0.21190 0.07785

Forces on the atoms, in the same order (eV/Å):
N 0.12 0.46 1.17
O 0.79 0.03 -1.66
O -0.09 -0.97 -0.84
F -0.15 0.03 -0.71
F 0.02 -0.50 -0.38
F 0.87 -1.24 0.34
S -1.57 2.19 2.07

Calculated values
Kohn-Sham gap (spin up / spin down)   10.12 / 8.03 eV
2S+1   1
Largest force on an atom   3.4 eV/A
ΔE to the lowest compared entry with this formula, charge and spin   1.4217 eV

These are the natural (NBO) partial charges, in e, on atoms 1 to 6: number 1, N, carries 0.42; number 2, O, carries -0.76; number 3, O, carries -0.80; number 4, F, carries -0.21; number 5, F, carries -0.20; number 6, F, carries -0.48


No. 5
DFT (the ωB97M-V functional and the def2-TZVPD basis) results for a molecular structure, F4InN3O11S4 at a distorted geometry.

Atoms and positions in Å:
In1 -0.24090 0.22574 -0.01802
N1 -2.11463 1.12670 1.96192
S1 -2.47453 2.37000 2.68776
O1 -1.92670 2.62989 4.01540
O2 -3.54750 3.29033 2.24441
F1 -1.31179 3.09585 1.78514
S2 -3.36416 0.27307 2.75434
O3 -4.65201 0.41035 2.19178
O4 -3.28563 -0.01151 4.20873
F2 -2.88177 -1.10648 2.02389
N2 1.88307 -1.62758 -0.67005
S3 2.08180 -2.91254 -1.84902
O5 1.32911 -4.17778 -1.63587
O6 3.30721 -3.02582 -2.55007
F3 1.18387 -2.19123 -2.92649
S4 3.27830 -1.75083 -0.20015
O7 4.15270 -0.85904 -0.86844
O8 3.80590 -3.05187 0.24732
F4 2.99040 -1.07062 1.24069
N3 0.43771 2.09937 -3.66144
O9 0.62544 3.30724 -3.43581
O10 0.46204 1.25797 -2.73303
O11 0.26207 1.69881 -4.81300

Forces on the atoms, in the same order (eV/Å):
In -0.13 0.31 0.12
N -2.47 -5.57 0.93
S 3.09 13.36 0.41
O -1.53 -1.55 -1.20
O 0.56 -3.20 1.35
F 0.81 0.67 -0.05
S -0.68 -7.01 1.60
O -0.19 1.18 -0.29
O 0.71 1.42 -3.84
F 0.17 0.45 0.69
N -4.11 -3.22 -3.51
S -4.81 -4.13 -3.87
O 1.84 3.77 1.02
O 0.69 0.64 1.05
F -0.32 0.45 0.48
S 7.19 0.14 7.59
O 0.44 0.35 -0.39
O -1.51 2.05 -1.62
F 0.26 0.15 -0.73
N 0.40 1.10 -0.61
O -0.40 -1.89 0.01
O -0.13 0.34 -0.41
O 0.13 0.21 1.29

Calculated values
Kohn-Sham gap   2.08 eV
2S+1   1
Largest force on an atom   13.7 eV/A
ΔE to the lowest compared entry with this formula, charge and spin   1.1131 eV

These are the natural (NBO) partial charges, in e, on atoms 1 to 6: number 1, In, carries 1.08; number 2, N, carries -1.06; number 3, S, carries 2.33; number 4, O, carries -0.77; number 5, O, carries -0.77; number 6, F, carries -0.56


No. 6
DFT (the ωB97M-V functional and the def2-TZVPD basis) results for 10 unconnected molecules or ions with the total composition F6H18O9P at a distorted geometry.

Atoms and positions in Å:
P1 0.00794 0.21509 0.45670
F1 0.70806 1.07481 1.65443
F2 -0.26191 -0.97212 1.57629
F3 -1.29019 1.10064 0.84685
F4 -0.91226 -0.62981 -0.57638
F5 0.37922 1.40994 -0.59139
F6 1.37451 -0.44280 -0.03947
O1 3.04823 0.53583 -4.22008
H1 3.08427 -0.26551 -4.74238
H2 2.34427 0.38039 -3.59038
O2 6.84441 0.06868 -1.77746
H3 5.89684 0.16955 -1.86781
H4 7.08166 -0.57650 -2.44356
O3 -0.75111 0.41978 6.09392
H5 -1.68972 0.24423 6.02733
H6 -0.41497 0.26601 5.21097
O4 0.70792 5.51468 2.65640
H7 1.16997 5.14632 1.90338
H8 0.24848 4.76974 3.04396
O5 -5.60609 3.56005 3.10019
H9 -5.20704 2.69170 3.04587
H10 -6.50668 3.42930 2.80339
O6 -4.86351 -0.92266 2.18469
H11 -4.07246 -0.73908 1.67798
H12 -4.90418 -1.87799 2.22846
O7 2.83363 -5.04993 0.03050
H13 2.65883 -4.55294 -0.76867
H14 2.24238 -4.67265 0.68189
O8 -2.12644 -0.49939 -4.79794
H15 -2.10031 -0.64949 -3.85294
H16 -1.94481 0.43513 -4.89761
O9 1.06053 -3.22611 -3.64259
H17 0.48014 -3.78286 -4.16164
H18 0.48039 -2.57203 -3.25290

Forces on the atoms, in the same order (eV/Å):
P -0.21 1.72 1.28
F 1.17 -0.48 -0.09
F 0.00 0.52 -0.73
F -1.24 -0.79 0.07
F 0.55 0.15 -0.44
F -0.44 -0.15 -0.60
F 0.07 -1.06 0.42
O 0.24 0.19 -0.12
H -0.02 -0.23 -0.11
H -0.22 0.01 0.31
O 0.26 0.08 0.13
H -0.33 0.08 0.00
H 0.04 -0.14 -0.14
O 0.08 0.04 0.33
H -0.21 -0.02 -0.05
H 0.15 -0.01 -0.35
O 0.04 0.37 0.13
H 0.08 -0.17 -0.20
H -0.13 -0.25 0.05
O 0.00 0.26 0.12
H 0.20 -0.26 -0.04
H -0.19 -0.03 -0.08
O -0.30 0.13 0.13
H 0.37 0.15 -0.16
H 0.01 -0.20 0.02
O 0.18 -0.32 0.04
H -0.06 0.19 -0.24
H -0.14 0.17 0.17
O -0.05 -0.23 -0.26
H 0.00 0.00 0.34
H 0.07 0.23 0.00
O 0.31 -0.08 -0.02
H -0.13 -0.12 -0.14
H -0.14 0.25 0.22

Calculated values
Total charge   -1
Kohn-Sham gap   11.38 eV
2S+1   1
Largest force on an atom   2.2 eV/A
ΔE to the lowest compared entry with this formula, charge and spin   1.4218 eV

These are the natural (NBO) partial charges, in e, on atoms 1 to 6: number 1, P, carries 2.60; number 2, F, carries -0.60; number 3, F, carries -0.60; number 4, F, carries -0.60; number 5, F, carries -0.60; number 6, F, carries -0.61